DFT (ωB97M-V with the def2-TZVPD basis set) results for a cluster of 2 separate species, C9H23NO3 in total at a distorted geometry.

## Properties
- SMILES = COCCNCCOC.CC(C)O
- M (g/mol) = 193.3
- LUMO level (Ha) = 0.0319
- energy above the lowest of the compared OMol25 structures with the same formula, charge and spin (kcal per mole) = 12.7
- HOMO (eV) = -9.4066
- gap between HOMO and LUMO (eV) = 10.3
- total charge = 0

The geometry in XYZ format:
```
36
Properties=species:S:1:pos:R:3:forces:R:3
C -14.6542 -16.5637 4.4834 -0.1 0.6 1.0
O -13.8530 -17.2244 3.5651 0.4 -0.2 -0.5
C -14.5784 -17.9602 2.5950 -0.4 0.0 0.1
C -14.9703 -17.1219 1.3792 1.1 0.6 -0.3
N -16.3127 -16.5426 1.4196 0.1 -0.3 -0.1
C -16.6796 -15.9196 0.1385 0.3 -0.1 0.2
C -18.1716 -15.6939 0.0353 0.0 0.2 0.4
O -18.4644 -14.3983 0.5360 0.3 -0.2 0.1
C -19.8082 -14.0432 0.3507 -0.2 0.3 0.0
H -15.0072 -17.2238 5.2880 -0.2 -0.1 -0.2
H -15.5108 -16.0500 4.0345 0.0 -0.1 0.0
H -14.0527 -15.7989 4.9885 0.0 -0.1 -0.2
H -15.4817 -18.3725 3.0575 0.1 -0.2 -0.1
H -13.9383 -18.7851 2.2919 0.1 0.0 0.0
H -14.8151 -17.6836 0.4529 -0.6 -0.3 0.1
H -14.1910 -16.3404 1.2690 -0.2 0.0 0.2
H -16.3103 -15.8162 2.1286 -0.2 -0.1 0.0
H -16.3375 -16.5803 -0.6598 -0.1 -0.1 0.0
H -16.1428 -14.9704 0.0209 -0.2 0.0 -0.2
H -18.6779 -16.4263 0.6788 0.0 -0.1 -0.3
H -18.5408 -15.8043 -0.9901 0.1 0.1 -0.1
H -19.9472 -13.5875 -0.6364 -0.1 -0.1 0.0
H -20.0779 -13.3116 1.1125 0.1 0.0 0.0
H -20.4807 -14.9000 0.4631 0.0 0.0 -0.1
C -19.2887 -20.4609 3.1452 -0.5 -0.1 -0.1
C -18.9452 -19.1270 2.4999 0.6 -0.2 0.1
C -19.0278 -17.9916 3.5111 -1.1 0.0 -0.2
O -17.6048 -19.2696 2.0086 -0.2 -0.1 0.0
H -20.1893 -20.3858 3.7629 0.2 0.2 0.1
H -18.4456 -20.7807 3.7551 0.0 0.0 0.1
H -19.5273 -21.2395 2.4188 0.3 0.1 -0.1
H -19.6182 -18.9399 1.6534 0.0 0.1 0.1
H -20.0746 -17.8804 3.8299 0.1 -0.2 0.1
H -18.7983 -17.0221 3.0665 0.5 -0.1 0.1
H -18.4481 -18.2306 4.4008 0.3 0.2 -0.1
H -17.2465 -18.3923 1.8107 -0.1 0.3 -0.1
```
Positions in Å, forces in eV/Å.